# 1
15
Properties=species:S:1:pos:R:3:mulliken_charge:R:1 method="wB97M-V/def2-TZVPD" lumo_ev=0.385 e_tot_ev=-10775.9888 homo_energy_ev=-8.2 relative_energy_kcal_mol=86.7
C -0.839 0.584 -0.177 0.77
C 0.202 -0.124 0.281 0.13
C 0.284 -1.695 0.586 -0.78
C 1.451 0.603 0.461 0.18
H -1.899 -0.863 -1.137 0.22
H -2.921 0.474 -0.902 0.24
H -0.049 2.491 0.431 0.28
H -1.392 2.459 -0.774 0.22
H 1.039 -1.855 1.391 0.35
H -0.778 -2.083 0.905 0.26
H 1.488 -2.810 -1.210 0.33
N -1.926 0.074 -0.803 -0.46
N -0.893 1.996 -0.019 -0.53
N 2.082 1.579 0.884 -0.64
O 0.385 -2.446 -0.755 -0.58

# 2
15
Properties=species:S:1:pos:R:3:mulliken_charge:R:1 method="wB97M-V/def2-TZVPD" lumo_ev=0.299 e_tot_ev=-10768.5174 homo_energy_ev=-9.4 relative_energy_kcal_mol=259.0
C -0.139 -1.596 -0.759 -0.02
C 0.497 0.512 0.657 -0.65
C 0.030 1.832 -0.095 -0.40
C 0.103 0.551 -0.881 0.06
H -1.312 -0.403 0.850 0.39
H -0.795 -2.707 -0.501 0.29
H 1.757 -0.780 1.788 0.34
H -0.206 0.252 1.313 0.42
H -1.353 2.118 -0.067 0.26
H 0.613 2.765 -0.444 0.28
H 1.198 0.453 -1.340 0.36
N -0.845 -0.427 -1.222 -0.18
N 0.767 -1.745 0.236 -0.31
N 1.520 -0.490 0.625 -0.42
O -1.836 -0.333 -0.160 -0.42

# 3
15
Properties=species:S:1:pos:R:3:mulliken_charge:R:1 method="wB97M-V/def2-TZVPD" lumo_ev=0.383 e_tot_ev=-10777.5093 homo_energy_ev=-8.1 relative_energy_kcal_mol=51.6
H 3.873 -0.522 0.021 0.24
N 3.001 -0.003 -0.033 -0.71
C 2.041 -0.884 0.012 0.00
N 0.757 -0.498 0.114 -0.16
N 0.473 0.841 -0.070 -0.09
C -0.754 1.355 -0.065 0.09
C -1.970 0.687 0.058 -0.69
C -2.367 -0.695 0.023 0.18
O -1.662 -1.695 -0.126 -0.70
H 2.211 -1.961 0.022 0.35
H -0.047 -1.100 -0.043 0.30
H 1.335 1.419 -0.054 0.32
H -0.715 2.469 -0.164 0.30
H -2.748 1.419 0.162 0.26
H -3.429 -0.831 0.142 0.33